Computed, not measured: a 2-piece molecular cluster, C4H11N3O2 overall in a non-equilibrium geometry, with ωB97M-V with the def2-TZVPD basis set.

XYZ file:
```
20
Properties=species:S:1:pos:R:3:forces:R:3
O 1.874 -0.277 1.032 -0.189 -0.514 -0.063
O 0.623 -1.866 0.086 0.090 -0.419 -0.021
N -1.872 2.422 -0.917 0.464 -0.130 -0.052
N -0.505 1.903 0.915 0.734 -1.074 1.616
N -1.931 0.300 0.054 0.260 0.139 -0.797
C 3.026 -1.963 -0.150 -0.193 0.365 -0.627
C 1.711 -1.409 0.312 0.395 0.951 0.398
C -1.351 1.557 0.049 -0.922 0.841 -0.250
C -1.687 -0.593 -1.062 -0.687 -0.185 -0.554
H 3.537 -2.444 0.675 -0.031 -0.437 -0.036
H -0.253 2.861 1.093 -0.225 0.372 -0.714
H 3.693 -1.193 -0.519 -0.018 0.471 0.248
H -1.224 3.128 -1.227 -0.040 0.064 -0.051
H -2.416 2.024 -1.662 -0.093 -0.159 0.050
H -2.237 -0.092 0.922 0.583 -0.029 0.249
H -2.553 -0.647 -1.720 -0.165 -0.057 -0.192
H 0.981 0.011 1.299 -0.021 0.436 -0.068
H -0.829 -0.343 -1.689 0.060 0.478 0.324
H -1.460 -1.584 -0.720 -0.079 -0.392 0.292
H 2.826 -2.572 -1.022 0.076 -0.723 0.248
```
Positions in Å, forces in eV/Å.

The calculation puts the HOMO energy at -9.0 eV. As for the energy above the lowest of the compared OMol25 structures with the same formula, charge and spin: 0.831 eV. For the strongest force on any atom, the calculation gives 0.0403 Eh/bohr. Its lowest unoccupied orbital energy is 0.87 eV.